{"formula": "C15H48N10O9", "method": "the ωB97M-V functional and the def2-TZVPD basis", "energy_ha": -1824.84050, "charge": 0, "homo_energy_ev": -8.73, "smiles": "NC(N)=O.NC(N)=O.NC(N)=O.NC(N)=O.NC(N)=O.CC(C)O.CC(C)O.CC(C)O.CO", "elements": ["N", "C", "N", "O", "H", "H", "H", "H", "N", "C", "N", "O", "H", "H", "H", "H", "N", "C", "N", "O", "H", "H", "H", "H", "N", "C", "N", "O", "H", "H", "H", "H", "N", "C", "N", "O", "H", "H", "H", "H", "C", "C", "C", "O", "H", "H", "H", "H", "H", "H", "H", "H", "C", "C", "C", "O", "H", "H", "H", "H", "H", "H", "H", "H", "C", "C", "C", "O", "H", "H", "H", "H", "H", "H", "H", "H", "C", "O", "H", "H", "H", "H"], "coordinates": [[25.3870, -5.5910, 19.4080], [24.5630, -4.6030, 19.5560], [25.2360, -3.6280, 20.0080], [23.2110, -4.5520, 19.3850], [25.0780, -6.4690, 18.9890], [26.3680, -5.5340, 19.7530], [24.7770, -2.7610, 20.1950], [26.2150, -3.6650, 20.1380], [25.4320, -8.3240, 24.4370], [26.6490, -8.2240, 24.0480], [27.1040, -7.0050, 24.1480], [27.3160, -9.3070, 23.4770], [24.9770, -9.2090, 24.3510], [24.8190, -7.5880, 24.8630], [28.0470, -6.7370, 23.8270], [26.5660, -6.2570, 24.4790], [28.2260, -8.7520, 20.1630], [28.3060, -10.0550, 20.2720], [27.6650, -10.6390, 21.2780], [29.0760, -10.7590, 19.2840], [28.7160, -8.3990, 19.3330], [27.5880, -8.0820, 20.6660], [27.6280, -11.6200, 21.2930], [27.4680, -10.1310, 22.1710], [26.9170, -6.6950, 21.4080], [27.9580, -5.9060, 21.2110], [27.8830, -5.4590, 19.9830], [28.8450, -5.6430, 22.2760], [26.8010, -6.9050, 22.4060], [26.0720, -6.5350, 20.8180], [28.4620, -4.5950, 19.8370], [28.0710, -6.0160, 19.1200], [25.0690, -10.0830, 20.3730], [24.0830, -10.8500, 20.6820], [23.0530, -10.6370, 19.9370], [24.2860, -11.8440, 21.6090], [26.0020, -10.2380, 20.8860], [24.9800, -9.3160, 19.7750], [22.2790, -11.2740, 19.9850], [22.8610, -9.7190, 19.6190], [30.7220, -5.6360, 17.4200], [30.2980, -7.0240, 17.8890], [30.7600, -7.3550, 19.2550], [29.0540, -7.1940, 17.9560], [30.3640, -4.8770, 18.0500], [30.5030, -5.4560, 16.3710], [31.7880, -5.5060, 17.5710], [30.7110, -7.6820, 17.0730], [30.7410, -8.4490, 19.3170], [30.2320, -6.9170, 20.1250], [31.8110, -7.1100, 19.5050], [28.6710, -7.1430, 17.0370], [26.9880, -13.6130, 19.1700], [26.1240, -12.8270, 18.2220], [24.6730, -13.3830, 18.4790], [26.1470, -11.6260, 18.4290], [28.1120, -13.4230, 19.1640], [26.8480, -14.7270, 18.9930], [26.6090, -13.4060, 20.2270], [26.4320, -12.9510, 17.1700], [24.0080, -12.8970, 17.7770], [24.2640, -13.1370, 19.4570], [24.6930, -14.4310, 18.4050], [25.5580, -11.2720, 19.1330], [30.0290, -12.0960, 16.4610], [30.4690, -10.6480, 16.5390], [31.4490, -10.2880, 15.4570], [29.5280, -9.8410, 16.5790], [30.7350, -12.8310, 16.9410], [29.9850, -12.3670, 15.3870], [29.1370, -12.2000, 17.0520], [31.0560, -10.5940, 17.4280], [31.8660, -9.2330, 15.4800], [31.0880, -10.5310, 14.4300], [32.3210, -10.9250, 15.4180], [29.1150, -9.9230, 17.4090], [25.9590, -8.0340, 17.9780], [24.5870, -8.1130, 18.4310], [26.7060, -7.5800, 18.6370], [25.8470, -7.5080, 17.0960], [26.3840, -8.9510, 17.6400], [24.0850, -8.6230, 17.7750]], "forces_ev_per_angstrom": [[0.2937, -4.9374, -1.5352], [-8.7323, -0.8734, -1.1054], [0.9519, 5.8322, 2.0640], [6.3302, -0.5382, 0.4304], [-0.4584, 0.9300, 0.3604], [-1.3032, 0.8766, -1.4603], [-0.1716, 0.2575, 0.1071], [0.6466, 0.0781, 0.0152], [-4.8955, -0.5867, 1.6848], [3.7728, -5.3885, -2.9855], [3.8340, 1.2362, -0.4939], [-2.8511, 5.7487, 3.3349], [-0.0416, -0.5129, -0.1293], [1.4464, -0.9196, -0.7062], [-0.4046, -0.2761, 0.1198], [-0.8590, 0.8221, 0.6630], [-0.1628, 1.9918, -0.7611], [3.8848, -3.8947, -4.6177], [-0.1011, 0.4028, 0.6287], [-3.7578, 3.3851, 4.6636], [-0.5364, -0.2821, 0.8028], [1.0178, -1.7609, -0.3498], [0.2502, -1.3049, -0.0471], [0.2698, -0.2261, -0.6815], [-1.7702, -0.8432, 1.8166], [3.7523, -0.1464, 7.8826], [4.0558, 4.3907, -4.0182], [-4.3678, -0.8672, -6.1675], [-0.2575, -0.1884, -0.8880], [0.6023, -0.3999, 1.0997], [-0.4639, -1.0690, 0.2948], [0.0339, -0.4341, 0.9848], [4.8907, 0.9580, 2.2710], [2.2725, -5.9594, 6.1123], [-4.1670, -0.9608, -1.2592], [-1.6393, 4.2425, -4.3212], [-1.7326, 0.2657, -0.8553], [-0.3579, 1.1296, -1.0221], [-0.1659, 0.0331, 0.2169], [-0.1158, 0.6288, -0.3649], [0.9931, -0.5063, -0.1502], [8.3766, 1.5839, -1.6698], [2.6963, -0.9605, 1.8128], [-10.0869, -0.3826, -2.1604], [-1.1943, 1.2625, 0.7783], [-0.2221, 0.1220, -0.0664], [0.4054, -0.3462, -0.3608], [0.2148, -0.0675, 1.1533], [-0.2180, 0.0757, 0.4575], [-0.2584, -0.1264, -0.8335], [-0.3172, 0.0522, -0.6584], [0.1938, -0.3376, 1.2659], [1.5540, -1.9081, 1.5051], [-1.5948, -9.6731, -0.9940], [0.5628, 1.0547, -0.7913], [0.0576, 12.0820, 1.8125], [-1.4650, 0.1296, -0.2254], [0.2315, 1.2001, 0.2732], [0.4432, -0.2736, -1.1681], [-0.1275, -0.8738, 0.0368], [-0.3340, -0.2407, -0.5169], [0.5861, 0.1273, 0.3909], [-0.4330, -1.4190, -0.4141], [0.7937, -0.5673, -0.5302], [1.3258, -1.3867, -0.4631], [7.3660, -5.4216, -0.2150], [1.0006, 0.4476, -2.0727], [-6.5908, 6.5489, -1.7063], [-0.2809, 0.8972, -0.5053], [-0.7240, -0.2047, 0.5692], [-0.7671, -0.1362, -0.2362], [0.7653, 0.0830, 1.3325], [-0.8386, -1.0480, 0.0890], [-0.4731, 0.7233, 0.4929], [0.4451, -0.3436, 0.7765], [-1.3043, -0.2961, 2.2124], [-0.1296, -0.7557, -0.4400], [0.4382, -0.5379, 0.6056], [-1.0040, -0.1401, 0.2025], [0.5407, 1.7780, -1.8695], [0.0673, -1.3393, 0.3838], [0.3134, 0.2851, 0.1130]]}